No. 1
18
Properties=species:S:1:pos:R:3:mulliken_charge:R:1 method="wB97M-V/def2-TZVPD" orbital_gap_ev=10.63 homo_ev=-9.74 smiles="CC[C@@H](C)NC=O" e_above_lowest_ev=0.393
C -1.73 -0.76 -0.80 -1.21
C -1.16 0.55 -0.26 -0.45
C 0.35 0.54 0.13 0.37
C 0.57 1.39 1.39 -1.57
N 0.89 -0.79 0.32 -0.14
C 1.86 -1.30 -0.48 -0.07
O 2.38 -0.72 -1.42 -0.57
H -1.42 -0.96 -1.83 0.30
H -1.44 -1.63 -0.19 0.30
H -2.83 -0.72 -0.78 0.39
H -1.31 1.35 -1.00 0.28
H -1.74 0.85 0.63 0.32
H 0.94 0.95 -0.70 0.29
H 0.19 2.41 1.25 0.36
H 0.02 0.95 2.23 0.38
H 1.63 1.44 1.65 0.39
H 0.55 -1.36 1.08 0.29
H 2.16 -2.33 -0.19 0.33

***

No. 2
18
Properties=species:S:1:pos:R:3:mulliken_charge:R:1 method="wB97M-V/def2-TZVPD" orbital_gap_ev=10.50 homo_ev=-9.38 smiles=C[C@H]1CN1CCO e_above_lowest_ev=2.665
C 1.64 0.43 -1.33 -1.48
C 0.98 -0.50 -0.33 0.14
C 1.34 -0.54 1.11 -0.34
N 0.13 0.09 0.67 -0.32
C -1.18 -0.49 0.90 -0.57
C -2.09 0.23 -0.14 -0.39
O -1.51 1.47 -0.57 -0.54
H 0.92 0.71 -2.11 0.28
H 2.50 -0.05 -1.80 0.41
H 1.97 1.35 -0.83 0.31
H 0.64 -1.45 -0.75 0.35
H 2.08 0.15 1.50 0.23
H 1.26 -1.50 1.64 0.27
H -1.18 -1.59 0.79 0.38
H -1.47 -0.27 1.93 0.32
H -2.19 -0.43 -1.02 0.24
H -2.98 0.74 0.23 0.33
H -0.86 1.64 0.12 0.39

***

No. 3
18
Properties=species:S:1:pos:R:3:mulliken_charge:R:1 method="wB97M-V/def2-TZVPD" orbital_gap_ev=10.05 homo_ev=-9.15 smiles="CCN(C)C(C)=O" e_above_lowest_ev=0.366
C 1.57 -1.67 -0.06 -0.99
C 0.58 -1.03 0.90 -0.70
N -0.27 -0.04 0.26 0.04
C -1.50 -0.51 -0.35 -1.00
C 0.24 1.22 0.15 0.91
O 1.38 1.47 0.52 -0.63
C -0.62 2.34 -0.41 -1.27
H 2.21 -2.39 0.46 0.34
H 2.20 -0.89 -0.49 0.30
H 1.06 -2.20 -0.87 0.27
H 1.12 -0.52 1.70 0.35
H -0.08 -1.78 1.37 0.39
H -2.25 -0.78 0.41 0.26
H -1.94 0.24 -1.01 0.42
H -1.30 -1.40 -0.96 0.30
H -0.54 2.39 -1.50 0.29
H -0.19 3.25 0.00 0.34
H -1.68 2.27 -0.13 0.38

***

No. 4
18
Properties=species:S:1:pos:R:3:mulliken_charge:R:1 method="wB97M-V/def2-TZVPD" orbital_gap_ev=9.93 homo_ev=-9.06 e_above_lowest_ev=3.648
C -0.16 -1.20 -1.48 -1.28
C -0.48 -0.68 -0.09 -0.25
C 1.41 -0.72 0.83 -1.12
N -0.85 0.67 0.03 0.07
C 0.27 1.50 -0.32 -0.79
C -1.65 1.05 1.09 0.22
O -2.41 0.32 1.68 -0.53
H 0.68 -0.65 -1.90 0.34
H 0.13 -2.25 -1.38 0.37
H -1.00 -1.15 -2.19 0.35
H -1.23 -1.29 0.45 0.40
H 1.12 -0.77 1.88 0.29
H 1.67 -1.67 0.40 0.36
H 2.40 -0.16 0.86 0.37
H 0.44 1.52 -1.40 0.22
H 0.12 2.52 0.05 0.38
H 1.08 0.83 0.15 0.33
H -1.54 2.12 1.34 0.26